Molecular formula: C2H8N3S2
Method: DFT, ωB97M-V/def2-TZVPD

Positions of all 15 atoms, in Å:
S1 1.12390 2.34979 0.68836
S2 -0.53196 -0.09911 0.73668
N1 0.47399 0.95692 1.63834
N2 -1.73375 -0.98152 -1.74523
N3 0.62774 -1.03427 -2.03694
C1 -0.50667 -1.45762 -1.45248
C2 0.73154 0.78898 2.85090
H1 -2.57282 -1.47211 -1.42476
H2 1.64831 -1.45587 -1.78884
H3 0.63404 -0.10588 -2.24973
H4 0.97356 3.47059 1.48858
H5 1.34270 1.55511 3.18124
H6 -0.43035 -2.48246 -0.96919
H7 0.09533 0.27380 3.56887
H8 -1.87555 -0.30637 -2.48579

The frontier orbital gap (spin up / spin down) is 4.945 / 6.055 eV. The spin multiplicity is 3. The HOMO energy (spin up / spin down) comes out at -9.23 / -12.75 eV. The expectation value of S² is 2.008. The energy relative to the best compared isomer or geometry (same formula, charge and spin) is 275.7 kJ/mol. The calculation puts the total energy at -28332.2399 eV. The largest force on an atom is 7.73 eV/Å. Its charge is +1.

Formally, the natural (NBO) partial charges of the atoms, in units of the elementary charge, are as follows: 0.1706, 0.3843, -0.6682, -0.7412, -0.7367, 0.3374, -0.2912, 0.4453, 0.4626, 0.3974, 0.1565, 0.1941, 0.2538, 0.2043, 0.4311